[1]
50
Properties=species:S:1:pos:R:3 method="wB97M-V/def2-TZVPD" fmax_ev_per_a=2.99 energy_ha=-2799.0219 total_charge=-1 gap_ev="3.50 / 5.01" s2=8.87 spin_multiplicity=6 e_homo_ev="-0.70 / -2.27"
C 0.334 -4.235 -1.661
C 0.867 -5.117 -0.581
C 2.124 -4.655 -0.030
C 2.436 -3.433 -0.580
C 1.311 -3.050 -1.498
Mn 0.209 -3.248 0.239
P -1.834 -2.747 1.306
H -0.646 -4.477 -2.279
H 0.531 -6.084 -0.269
H 2.804 -5.244 0.577
H 1.407 -1.975 -1.851
H 3.399 -2.852 -0.343
H -1.775 -2.006 2.543
H -2.154 -4.123 1.582
H -2.848 -1.999 0.603
O -0.293 -1.120 0.375
P -0.214 0.390 0.141
C 1.306 1.066 0.969
C 1.368 2.459 1.210
C 2.559 3.067 1.680
C 3.543 2.198 2.191
C 3.487 0.813 2.001
C 2.388 0.262 1.331
C -0.259 0.906 -1.605
C -0.313 2.271 -1.924
C -0.084 2.712 -3.243
C 0.118 1.762 -4.251
C -0.126 0.388 -3.962
C -0.326 -0.041 -2.635
C -1.612 1.322 0.892
C -2.831 1.556 0.171
C -3.954 2.128 0.810
C -3.873 2.515 2.159
C -2.763 2.110 2.928
C -1.658 1.550 2.269
H 0.464 3.028 1.055
H 2.777 4.150 1.636
H 4.406 2.575 2.755
H 4.301 0.178 2.312
H 2.339 -0.799 1.086
H -0.554 2.983 -1.149
H -0.083 3.786 -3.436
H 0.437 2.041 -5.272
H -0.151 -0.405 -4.706
H -0.519 -1.107 -2.395
H -2.892 1.302 -0.887
H -4.910 2.464 0.311
H -4.693 3.079 2.626
H -2.793 2.356 3.985
H -0.755 1.299 2.813

---

[2]
55
Properties=species:S:1:pos:R:3 method="wB97M-V/def2-TZVPD" smiles="CN(C(=O)COC(=O)c1cn(-c2ccccc2)nc1-c1ccccc1)[C@@H]1CCS(=O)(=O)C1" fmax_ev_per_a=1.10 energy_ha=-1828.9164 total_charge=0 gap_ev=9.02 e_homo_ev=-8.72
C -1.886 0.797 0.937
N -1.399 1.721 1.939
C -0.567 1.362 2.944
O -0.216 2.152 3.801
C -0.097 -0.087 3.003
O 0.529 -0.497 1.800
C 0.130 -1.662 1.254
O -0.760 -2.342 1.709
C 0.854 -1.967 0.026
C 0.434 -2.887 -0.919
N 1.294 -2.820 -1.951
C 1.291 -3.550 -3.147
C 2.261 -3.262 -4.103
C 2.284 -3.962 -5.293
C 1.346 -4.951 -5.540
C 0.383 -5.238 -4.587
C 0.349 -4.544 -3.391
N 2.251 -1.910 -1.727
C 2.023 -1.380 -0.543
C 2.912 -0.367 0.016
C 3.340 -0.443 1.338
C 4.185 0.524 1.850
C 4.615 1.569 1.049
C 4.209 1.637 -0.273
C 3.366 0.672 -0.791
C -1.752 3.138 1.902
C -2.939 3.444 2.842
C -4.212 2.964 2.186
S -3.954 3.451 0.443
O -4.304 2.368 -0.440
O -4.558 4.726 0.184
C -2.128 3.647 0.529
H -2.140 -0.159 1.395
H -1.130 0.619 0.166
H -2.781 1.184 0.457
H 0.637 -0.150 3.813
H -0.936 -0.760 3.227
H -0.417 -3.533 -0.886
H 2.982 -2.490 -3.889
H 3.038 -3.735 -6.032
H 1.364 -5.498 -6.470
H -0.349 -6.009 -4.773
H -0.405 -4.784 -2.659
H 3.022 -1.268 1.957
H 4.512 0.461 2.877
H 5.271 2.325 1.455
H 4.552 2.446 -0.902
H 3.045 0.716 -1.821
H -0.872 3.666 2.292
H -2.762 2.974 3.809
H -2.990 4.524 2.989
H -4.335 1.887 2.218
H -5.104 3.462 2.549
H -1.937 4.712 0.436
H -1.668 3.110 -0.292

---

[3]
58
Properties=species:S:1:pos:R:3 method="wB97M-V/def2-TZVPD" fmax_ev_per_a=3.67 energy_ha=-4029.9005 total_charge=0 gap_ev=7.81 e_homo_ev=-7.84
Zr 0.228 1.022 -0.151
O 1.730 -0.254 -0.381
C 2.990 -0.531 -0.099
C 3.519 -1.732 -0.511
C 4.843 -2.057 -0.171
C 5.604 -1.229 0.608
C 5.101 -0.016 0.958
C 3.736 0.309 0.724
C 3.134 1.570 1.162
N 1.850 1.975 1.069
C 1.744 3.201 1.604
C 2.981 3.657 1.988
N 3.839 2.627 1.681
H 2.868 -2.478 -0.938
H 5.263 -2.977 -0.471
H 6.647 -1.310 0.939
H 5.573 0.753 1.590
H 0.783 3.612 1.579
H 3.270 4.592 2.391
H 4.871 2.655 1.645
C -6.016 -3.607 -1.741
O -4.920 -3.111 -1.014
C -3.961 -2.409 -1.616
C -3.911 -2.075 -2.995
C -2.772 -1.361 -3.480
C -1.822 -0.823 -2.560
C -0.760 -0.031 -3.038
C -0.428 0.149 -4.522
O -0.016 0.615 -2.290
C -1.987 -1.038 -1.202
O -1.348 -0.321 -0.324
C -2.983 -1.937 -0.732
H -6.772 -3.883 -1.048
H -5.786 -4.480 -2.466
H -6.473 -2.876 -2.408
H -4.649 -2.307 -3.748
H -2.537 -1.333 -4.552
H -1.238 -0.029 -5.258
H 0.387 -0.579 -4.661
H 0.008 1.131 -4.606
H -3.163 -2.094 0.347
C -1.473 -0.604 3.495
C -0.679 0.596 2.974
C 0.070 1.205 4.190
O 0.402 0.078 2.045
C -1.437 1.692 2.263
O -2.358 2.196 2.876
O -1.129 2.024 1.057
H -2.413 -0.720 2.995
H -1.696 -0.439 4.509
H -0.910 -1.512 3.442
H 0.701 0.448 4.567
H -0.692 1.480 4.877
H 0.644 2.044 3.922
H 0.146 -0.817 1.808
Se 0.541 4.765 -3.315
C 0.455 3.661 -1.953
N 0.400 2.913 -1.055

---

[4]
50
Properties=species:S:1:pos:R:3 method="wB97M-V/def2-TZVPD" fmax_ev_per_a=3.50 energy_ha=-1288.1284 total_charge=-1 gap_ev="5.21 / 6.37" s2=0.77 spin_multiplicity=2 e_homo_ev="-2.79 / -3.95"
C 0.606 -2.011 1.960
C -0.681 -2.463 1.536
C -0.582 -2.899 0.182
H -1.564 -2.505 2.164
C 0.789 -2.697 -0.247
C 1.521 -2.160 0.874
H 2.585 -1.979 0.922
H 0.840 -1.671 2.952
H -1.364 -3.354 -0.416
H 1.216 -2.999 -1.199
C -0.805 2.523 0.754
C -0.578 1.827 1.981
C 0.807 1.491 2.056
H -1.308 1.621 2.751
C 1.446 1.960 0.869
C 0.452 2.613 0.060
H 0.624 3.118 -0.888
H -1.743 2.974 0.447
H 1.290 1.003 2.892
H 2.508 1.900 0.653
Pb -0.227 -0.161 -0.643
O -0.370 -0.420 -2.740
C -1.423 -0.992 -3.467
C -0.266 -1.322 -4.381
H -1.876 -1.864 -3.016
H -2.069 -0.250 -3.897
H 0.287 -2.257 -4.189
H 1.128 -2.053 -6.503
C 0.781 -1.019 -6.574
C 0.127 -0.459 -5.440
C -0.257 0.920 -5.518
H -0.699 1.385 -4.634
C -0.119 1.620 -6.711
H -0.460 2.651 -6.762
C 0.433 1.009 -7.841
H 0.512 1.561 -8.777
C 0.901 -0.309 -7.758
H 1.343 -0.785 -8.628
O -1.171 -0.504 4.156
N -0.758 -0.038 5.300
C -1.641 0.635 6.119
C -1.200 1.226 7.287
C 0.152 1.137 7.643
C 1.036 0.462 6.797
C 0.569 -0.162 5.655
H -2.671 0.681 5.775
H -1.939 1.733 7.910
H 0.509 1.620 8.547
H 2.103 0.400 7.006
H 1.207 -0.736 4.983

---

[5]
50
Properties=species:S:1:pos:R:3 method="wB97M-V/def2-TZVPD" smiles="O=C(O)[C@@H](c1ccc(OCc2ccc3ccccc3n2)cc1)C1CCCC1" fmax_ev_per_a=0.67 energy_ha=-1170.7554 total_charge=0 gap_ev=8.64 e_homo_ev=-8.45
O 2.346 1.204 -4.348
C 1.741 0.952 -3.340
O 2.000 -0.140 -2.611
C 0.634 1.808 -2.756
C -0.430 0.926 -2.143
C -0.739 0.896 -0.794
C -1.727 0.058 -0.298
C -2.427 -0.777 -1.157
O -3.415 -1.642 -0.784
C -3.774 -1.707 0.577
C -2.686 -2.252 1.471
C -1.781 -3.215 0.975
C -0.811 -3.695 1.808
C -0.748 -3.228 3.138
C 0.211 -3.669 4.072
C 0.213 -3.174 5.346
C -0.739 -2.220 5.741
C -1.682 -1.769 4.860
C -1.710 -2.262 3.539
N -2.650 -1.794 2.694
C -2.123 -0.754 -2.518
C -1.143 0.085 -2.997
C 1.235 2.881 -1.823
C 2.055 3.917 -2.622
C 3.303 4.181 -1.781
C 3.590 2.814 -1.173
C 2.202 2.327 -0.755
H 2.719 -0.650 -3.017
H 0.187 2.342 -3.604
H -0.215 1.528 -0.096
H -1.931 0.066 0.760
H -4.631 -2.389 0.604
H -4.100 -0.731 0.956
H -1.869 -3.545 -0.049
H -0.094 -4.429 1.468
H 0.940 -4.404 3.761
H 0.948 -3.515 6.061
H -0.718 -1.843 6.754
H -2.421 -1.037 5.144
H -2.674 -1.403 -3.181
H -0.922 0.093 -4.055
H 0.390 3.379 -1.340
H 1.484 4.824 -2.814
H 2.353 3.494 -3.581
H 4.130 4.562 -2.377
H 3.084 4.901 -0.990
H 4.010 2.156 -1.936
H 4.284 2.857 -0.334
H 1.954 2.749 0.221
H 2.152 1.243 -0.677

---

[6]
50
Properties=species:S:1:pos:R:3 method="wB97M-V/def2-TZVPD" smiles="O=C(O)[C@@H](c1ccc(OCc2ccc3ccccc3n2)cc1)C1CCCC1" fmax_ev_per_a=0.72 energy_ha=-1170.7489 total_charge=0 gap_ev=8.32 e_homo_ev=-8.05
O 4.231 1.194 -1.072
C 3.985 1.105 0.101
O 4.850 1.539 1.035
C 2.730 0.572 0.746
C 1.503 1.347 0.313
C 0.456 1.479 1.215
C -0.725 2.106 0.867
C -0.887 2.616 -0.417
O -2.000 3.257 -0.876
C -3.199 3.129 -0.159
C -3.680 1.703 -0.016
C -4.906 1.447 0.641
C -5.322 0.153 0.772
C -4.516 -0.891 0.266
C -4.852 -2.254 0.367
C -4.013 -3.210 -0.138
C -2.808 -2.846 -0.760
C -2.454 -1.530 -0.879
C -3.301 -0.525 -0.373
N -2.924 0.761 -0.504
C 0.172 2.514 -1.317
C 1.347 1.886 -0.958
C 2.498 -0.942 0.497
C 3.558 -1.817 1.172
C 4.686 -1.916 0.150
C 3.985 -1.914 -1.215
C 2.572 -1.351 -0.979
H 5.642 1.910 0.614
H 2.857 0.707 1.825
H 0.559 1.079 2.215
H -1.514 2.176 1.599
H -3.933 3.704 -0.733
H -3.121 3.587 0.840
H -5.491 2.271 1.021
H -6.256 -0.088 1.260
H -5.779 -2.529 0.851
H -4.272 -4.255 -0.059
H -2.161 -3.620 -1.146
H -1.533 -1.224 -1.350
H 0.046 2.927 -2.305
H 2.150 1.824 -1.676
H 1.505 -1.156 0.906
H 3.137 -2.807 1.353
H 3.895 -1.409 2.125
H 5.346 -1.052 0.239
H 5.293 -2.809 0.298
H 4.533 -1.301 -1.929
H 3.929 -2.925 -1.617
H 1.822 -2.117 -1.179
H 2.365 -0.506 -1.631

---

Record-wise molecular weight values, in g/mol: 432.32 453.52 623.63 552.64 361.44 361.44